# 1
The following is a DFT calculation (ωB97M-V with the def2-TZVPD basis set) of a molecular structure, FH14O7Sr at a distorted geometry.

Computed properties:
* net charge: +1
* orbital gap: 0.3002 Ha
* E_HOMO: -11.85 eV

Structure (XYZ):
```
23
FH14O7Sr | the Open Molecules 2025 dataset | ωB97M-V with the def2-TZVPD basis set
Sr -5.419 7.788 -8.721
F -7.204 8.504 -10.367
O -3.983 9.358 -10.336
O -4.760 6.217 -6.786
O -6.721 5.407 -8.904
O -2.824 6.805 -8.840
O -4.795 6.489 -11.155
O -7.110 8.167 -6.825
O -4.255 9.165 -6.864
H -2.334 7.188 -8.145
H -4.734 5.288 -6.797
H -4.789 9.738 -6.274
H -4.688 5.607 -10.783
H -2.787 5.888 -8.489
H -3.336 9.200 -6.569
H -4.400 6.368 -5.917
H -4.552 9.367 -11.112
H -7.255 5.107 -9.637
H -7.975 8.187 -7.247
H -3.971 6.734 -11.648
H -3.580 10.263 -10.269
H -6.764 4.788 -8.139
H -7.295 8.617 -6.022
```

Atom charges from the Mulliken analysis, given in e for atoms 1 to 8:
1 Sr 1.668
2 F -0.904
3 O -0.603
4 O -0.381
5 O -0.521
6 O -0.524
7 O -0.608
8 O -0.567


# 2
The following is a DFT calculation (ωB97M-V with the def2-TZVPD basis set) of a molecular structure, FH16O8Sr at a distorted geometry.

Computed properties:
* net charge: +1
* orbital gap: 0.2869 Ha
* E_HOMO: -12.99 eV

Structure (XYZ):
```
26
FH16O8Sr | the Open Molecules 2025 dataset | ωB97M-V with the def2-TZVPD basis set
Sr 0.549 2.425 -1.473
F 0.407 0.098 -0.353
O 1.245 1.563 1.531
O 3.096 -0.665 0.447
O -1.820 -0.192 1.071
O 0.433 -1.954 1.269
O -1.768 1.273 -2.314
O -1.300 2.610 0.341
O 1.599 -1.914 -1.662
O -1.444 -1.413 -1.566
H 1.040 0.804 0.922
H -1.777 0.322 -2.373
H 3.820 -1.064 -0.050
H 1.345 -1.096 -1.204
H -2.223 -1.575 -1.026
H 2.008 -2.304 -0.908
H -1.381 3.338 1.003
H -0.817 -0.948 -0.973
H 0.434 2.067 1.805
H 3.080 -1.125 1.285
H 0.559 -1.288 0.572
H -0.430 -2.100 1.636
H -2.382 1.486 -1.627
H -1.528 1.758 0.757
H -1.862 0.024 1.998
H -0.884 -0.129 0.895
```

Atom charges from the Mulliken analysis, given in e for atoms 1 to 8:
1 Sr 1.755
2 F -0.841
3 O -0.637
4 O -0.567
5 O -0.689
6 O -0.642
7 O -0.659
8 O -0.569


# 3
The following is a DFT calculation (ωB97M-V with the def2-TZVPD basis set) of 10 unconnected molecules or ions with the total composition FH18O9 at a distorted geometry.

Computed properties:
* net charge: -1
* orbital gap: 0.3636 Ha
* E_HOMO: -6.60 eV

Structure (XYZ):
```
28
FH18O9 | the Open Molecules 2025 dataset | ωB97M-V with the def2-TZVPD basis set
F 4.689 -7.634 -13.105
O 2.871 -5.896 -12.057
O 2.299 -7.827 -14.267
O 4.285 -9.891 -15.230
O 4.178 -9.703 -11.490
O 6.902 -9.118 -13.504
O 5.904 -7.121 -10.649
O 5.263 -7.026 -15.579
O 1.990 -8.030 -10.895
O 6.369 -5.383 -13.269
H 5.828 -6.168 -10.741
H 7.403 -8.858 -12.707
H 5.491 -7.489 -11.450
H 4.693 -9.134 -14.878
H 4.401 -8.931 -12.024
H 2.239 -6.483 -11.646
H 5.012 -10.464 -15.524
H 2.245 -7.065 -14.818
H 1.197 -8.604 -11.043
H 4.975 -7.273 -14.681
H 4.252 -10.479 -12.067
H 6.027 -8.684 -13.505
H 6.774 -4.979 -12.525
H 3.134 -7.752 -13.806
H 6.153 -7.397 -15.521
H 3.588 -6.424 -12.390
H 2.832 -8.513 -10.996
H 5.874 -6.129 -12.984
```

Atom charges from the Mulliken analysis, given in e for atoms 1 to 8:
1 F -0.226
2 O -0.729
3 O -0.637
4 O -0.623
5 O -0.741
6 O -0.690
7 O -0.721
8 O -0.655


# 4
The following is a DFT calculation (ωB97M-V with the def2-TZVPD basis set) of 2 unconnected molecules or ions with the total composition FH2NS2 at a distorted geometry.

Computed properties:
* net charge: 0
* orbital gap (spin up / spin down): 0.3204 / 0.3052 Ha
* E_HOMO (spin up / spin down): -9.83 / -8.31 eV

Structure (XYZ):
```
6
FH2NS2 | the Open Molecules 2025 dataset | ωB97M-V with the def2-TZVPD basis set
S -1.521 -0.083 0.429
S 1.110 1.163 -0.344
F -1.750 -0.764 -1.100
N -0.057 0.363 0.538
H 0.973 0.563 -1.455
H 1.245 -1.242 1.933
```

Electronic structure analysis, Mulliken charges in units of e:
1 S 0.311
2 S -0.019
3 F -0.298
4 N -0.140
5 H 0.136
6 H 0.009


# 5
The following is a DFT calculation (ωB97M-V with the def2-TZVPD basis set) of 2 unconnected molecules or ions with the total composition FH2P at a distorted geometry.

Computed properties:
* net charge: 0
* orbital gap (spin up / spin down): 0.3054 / 0.3258 Ha
* E_HOMO (spin up / spin down): -9.18 / -9.92 eV

Structure (XYZ):
```
4
FH2P | the Open Molecules 2025 dataset | ωB97M-V with the def2-TZVPD basis set
P -0.259 0.705 0.122
F -1.196 -0.590 -0.010
H 0.121 0.543 -1.366
H 1.333 -0.658 1.254
```

Electronic structure analysis, Mulliken charges in units of e:
1 P 0.190
2 F -0.207
3 H 0.068
4 H -0.051


# 6
The following is a DFT calculation (ωB97M-V with the def2-TZVPD basis set) of 2 unconnected molecules or ions with the total composition FH2PS3 at a distorted geometry.

Computed properties:
* net charge: 0
* orbital gap: 0.2945 Ha
* structure (SMILES): FP=S.SS
* E_HOMO: -9.64 eV

Structure (XYZ):
```
7
FH2PS3 | the Open Molecules 2025 dataset | ωB97M-V with the def2-TZVPD basis set
S -1.575 1.203 -0.548
S 1.988 -0.679 -0.930
S 2.407 -0.007 0.955
P -2.212 -0.171 0.636
F -3.604 -0.710 -0.057
H 2.318 1.306 0.696
H 0.677 -0.942 -0.752
```

Electronic structure analysis, Mulliken charges in units of e:
1 S -0.168
2 S -0.127
3 S -0.176
4 P 0.429
5 F -0.240
6 H 0.176
7 H 0.105


# 7
The following is a DFT calculation (ωB97M-V with the def2-TZVPD basis set) of a single FH3N2OS molecule at a distorted geometry.

Computed properties:
* net charge: 0
* orbital gap: 0.3555 Ha
* structure (SMILES): NN(F)OS
* E_HOMO: -8.92 eV

Structure (XYZ):
```
8
FH3N2OS | the Open Molecules 2025 dataset | ωB97M-V with the def2-TZVPD basis set
S 2.091 -0.482 0.897
F 0.514 1.242 -0.676
O 0.432 -0.465 0.823
N -1.438 0.362 -0.408
N -0.109 0.092 -0.620
H 2.232 -1.417 -0.051
H -1.788 1.131 0.111
H -1.934 -0.464 -0.076
```

Electronic structure analysis, Mulliken charges in units of e:
1 S -0.053
2 F -0.128
3 O -0.322
4 N -0.461
5 N 0.290
6 H 0.146
7 H 0.245
8 H 0.283


# 8
The following is a DFT calculation (ωB97M-V with the def2-TZVPD basis set) of 2 unconnected molecules or ions with the total composition FH3N2OS at a distorted geometry.

Computed properties:
* net charge: 0
* orbital gap (spin up / spin down): 0.2689 / 0.2694 Ha
* E_HOMO (spin up / spin down): -10.69 / -10.70 eV

Structure (XYZ):
```
8
FH3N2OS | the Open Molecules 2025 dataset | ωB97M-V with the def2-TZVPD basis set
S -0.359 -1.336 -0.199
F -0.669 -0.157 -2.575
O 0.359 -2.562 -0.105
N -1.535 -1.206 0.697
N 0.778 -0.029 -0.007
H 1.701 -0.345 -0.132
H 0.571 0.594 -0.755
H -2.097 -0.450 1.071
```

Electronic structure analysis, Mulliken charges in units of e:
1 S 0.924
2 F -0.641
3 O -0.419
4 N -0.351
5 N -0.467
6 H 0.293
7 H 0.364
8 H 0.298


# 9
The following is a DFT calculation (ωB97M-V with the def2-TZVPD basis set) of a single FH3NOPS molecule at a distorted geometry.

Computed properties:
* net charge: 0
* orbital gap: 0.3720 Ha
* structure (SMILES): N[P@@](O)(F)=S
* E_HOMO: -9.46 eV

Structure (XYZ):
```
8
FH3NOPS | the Open Molecules 2025 dataset | ωB97M-V with the def2-TZVPD basis set
S 2.002 0.586 -0.072
P 0.347 -0.308 0.015
F 0.273 -1.702 -0.698
O -0.186 -0.698 1.473
N -0.836 0.643 -0.641
H 0.198 -0.210 2.148
H -0.332 1.467 -0.898
H -1.466 0.222 -1.327
```

Electronic structure analysis, Mulliken charges in units of e:
1 S -0.415
2 P 0.770
3 F -0.232
4 O -0.456
5 N -0.509
6 H 0.319
7 H 0.259
8 H 0.264


# 10
The following is a DFT calculation (ωB97M-V with the def2-TZVPD basis set) of 2 unconnected molecules or ions with the total composition FH3OSi at a distorted geometry.

Computed properties:
* net charge: 0
* orbital gap: 0.3141 Ha
* E_HOMO: -9.08 eV

Structure (XYZ):
```
6
FH3OSi | the Open Molecules 2025 dataset | ωB97M-V with the def2-TZVPD basis set
Si -0.914 -0.347 2.010
F -0.930 -0.761 3.647
O 0.543 0.068 -2.285
H 0.195 -0.341 -3.026
H -0.005 0.674 2.235
H 1.111 0.706 -2.581
```

Electronic structure analysis, Mulliken charges in units of e:
1 Si 0.347
2 F -0.283
3 O -0.593
4 H 0.301
5 H -0.068
6 H 0.297


# 11
The following is a DFT calculation (ωB97M-V with the def2-TZVPD basis set) of 2 unconnected molecules or ions with the total composition FH3OSi at a distorted geometry.

Computed properties:
* multiplicity: 3
* expectation value of S²: 2.006
* net charge: 0
* orbital gap (spin up / spin down): 0.2903 / 0.2618 Ha
* E_HOMO (spin up / spin down): -7.30 / -12.44 eV

Structure (XYZ):
```
6
FH3OSi | the Open Molecules 2025 dataset | ωB97M-V with the def2-TZVPD basis set
Si -0.556 0.448 0.062
F 2.980 0.457 -0.096
O 0.736 -0.305 0.043
H -0.782 0.967 1.319
H 1.999 0.066 -0.088
H -1.332 0.642 -1.270
```

Electronic structure analysis, Mulliken charges in units of e:
1 Si 0.055
2 F -0.514
3 O -0.036
4 H 0.020
5 H 0.425
6 H 0.051


# 12
The following is a DFT calculation (ωB97M-V with the def2-TZVPD basis set) of a single FH3P2S molecule at a distorted geometry.

Computed properties:
* net charge: 0
* orbital gap: 0.3621 Ha
* structure (SMILES): F[P@@H](P)=S
* E_HOMO: -9.35 eV

Structure (XYZ):
```
7
FH3P2S | the Open Molecules 2025 dataset | ωB97M-V with the def2-TZVPD basis set
S 1.806 1.709 -0.389
P -1.317 0.494 0.090
P 0.700 0.113 -0.370
F 1.180 -0.768 0.918
H 0.523 -0.830 -1.474
H -1.758 -0.820 -0.156
H -1.134 0.101 1.379
```

Electronic structure analysis, Mulliken charges in units of e:
1 S -0.344
2 P -0.111
3 P 0.423
4 F -0.264
5 H 0.117
6 H 0.076
7 H 0.102


# 13
The following is a DFT calculation (ωB97M-V with the def2-TZVPD basis set) of a single FH3P2S2 molecule at a distorted geometry.

Computed properties:
* net charge: 0
* orbital gap: 0.3501 Ha
* structure (SMILES): FP(S)#[PH]S
* E_HOMO: -9.15 eV

Structure (XYZ):
```
8
FH3P2S2 | the Open Molecules 2025 dataset | ωB97M-V with the def2-TZVPD basis set
S -1.017 -1.754 -1.838
S 0.533 2.019 1.191
P -0.163 0.006 -1.056
P -0.493 0.194 1.156
F 0.830 -0.860 1.645
H 1.123 -0.560 -0.868
H -1.500 -0.934 -2.657
H 0.687 1.889 2.428
```

Electronic structure analysis, Mulliken charges in units of e:
1 S -0.206
2 S -0.197
3 P -0.004
4 P 0.330
5 F -0.327
6 H 0.123
7 H 0.127
8 H 0.153


# 14
The following is a DFT calculation (ωB97M-V with the def2-TZVPD basis set) of 2 unconnected molecules or ions with the total composition FHI2OP at a distorted geometry.

Computed properties:
* net charge: +1
* orbital gap (spin up / spin down): 0.2252 / 0.2257 Ha
* E_HOMO (spin up / spin down): -15.10 / -15.12 eV

Structure (XYZ):
```
6
FHI2OP | the Open Molecules 2025 dataset | ωB97M-V with the def2-TZVPD basis set
I -2.563 1.034 -0.391
I 1.513 1.758 -0.432
P -0.264 0.342 0.065
F 0.756 -0.571 2.490
O -0.032 -0.953 -0.743
H 0.589 -1.611 -0.989
```

Electronic structure analysis, Mulliken charges in units of e:
1 I 0.403
2 I 0.404
3 P 0.557
4 F -0.427
5 O -0.341
6 H 0.405


# 15
The following is a DFT calculation (ωB97M-V with the def2-TZVPD basis set) of 2 unconnected molecules or ions with the total composition FHIPS at a distorted geometry.

Computed properties:
* net charge: 0
* orbital gap: 0.2801 Ha
* E_HOMO: -9.44 eV

Structure (XYZ):
```
5
FHIPS | the Open Molecules 2025 dataset | ωB97M-V with the def2-TZVPD basis set
I -3.211 -0.633 0.035
S -1.825 2.780 0.697
P -1.595 1.098 -0.169
F -1.496 1.202 -1.782
H 0.426 0.538 0.257
```

Electronic structure analysis, Mulliken charges in units of e:
1 I 0.112
2 S -0.266
3 P 0.259
4 F -0.198
5 H 0.093


# 16
The following is a DFT calculation (ωB97M-V with the def2-TZVPD basis set) of 2 unconnected molecules or ions with the total composition FHIPS at a distorted geometry.

Computed properties:
* multiplicity: 3
* expectation value of S²: 2.023
* net charge: 0
* orbital gap (spin up / spin down): 0.3038 / 0.2264 Ha
* E_HOMO (spin up / spin down): -9.03 / -9.94 eV

Structure (XYZ):
```
5
FHIPS | the Open Molecules 2025 dataset | ωB97M-V with the def2-TZVPD basis set
I -1.657 1.615 -0.417
S -0.461 -1.836 -1.191
P 0.089 -0.281 -0.140
F -0.131 -0.470 1.515
H 2.160 0.972 0.233
```

Electronic structure analysis, Mulliken charges in units of e:
1 I 0.018
2 S -0.166
3 P 0.336
4 F -0.231
5 H 0.043


# 17
The following is a DFT calculation (ωB97M-V with the def2-TZVPD basis set) of 2 unconnected molecules or ions with the total composition FHN2O2S at a distorted geometry.

Computed properties:
* net charge: 0
* orbital gap (spin up / spin down): 0.2819 / 0.2682 Ha
* E_HOMO (spin up / spin down): -10.61 / -10.60 eV

Structure (XYZ):
```
7
FHN2O2S | the Open Molecules 2025 dataset | ωB97M-V with the def2-TZVPD basis set
S -2.036 0.356 0.746
F -0.187 -1.789 -0.970
O 0.697 0.997 0.522
O 1.927 -0.164 -0.840
N -0.287 -0.435 -0.706
N 0.869 0.104 -0.286
H -0.984 0.931 1.534
```

Electronic structure analysis, Mulliken charges in units of e:
1 S 0.030
2 F -0.131
3 O -0.636
4 O -0.532
5 N -0.204
6 N 1.210
7 H 0.263


# 18
The following is a DFT calculation (ωB97M-V with the def2-TZVPD basis set) of a gas-phase ion, FHN5 (charge +1) at a distorted geometry.

Computed properties:
* net charge: +1
* orbital gap: 0.4254 Ha
* structure (SMILES): F[n+]1nnn[nH]1
* E_HOMO: -18.53 eV

Structure (XYZ):
```
7
FHN5 | the Open Molecules 2025 dataset | ωB97M-V with the def2-TZVPD basis set
F 1.454 1.877 0.000
N 1.498 0.582 0.000
N 0.382 -0.200 0.000
N 2.092 -1.387 0.000
N 0.811 -1.412 0.000
N 2.524 -0.177 0.000
H -0.603 0.087 0.000
```

Electronic structure analysis, Mulliken charges in units of e:
1 F -0.064
2 N 0.753
3 N 0.201
4 N -0.004
5 N -0.093
6 N -0.120
7 H 0.326


# 19
The following is a DFT calculation (ωB97M-V with the def2-TZVPD basis set) of a gas-phase ion, FHN5 (charge +1) at a distorted geometry.

Computed properties:
* net charge: +1
* orbital gap: 0.3554 Ha
* E_HOMO: -17.01 eV

Structure (XYZ):
```
7
FHN5 | the Open Molecules 2025 dataset | ωB97M-V with the def2-TZVPD basis set
F 1.095 -1.890 -0.278
N -0.554 1.426 -1.658
N -0.659 0.922 0.619
N -0.707 1.244 -0.588
N 0.146 -0.205 0.679
N 0.411 -0.719 -0.403
H 0.268 -0.777 1.630
```

Electronic structure analysis, Mulliken charges in units of e:
1 F -0.075
2 N 0.022
3 N -0.636
4 N 0.829
5 N 0.594
6 N -0.111
7 H 0.377


# 20
The following is a DFT calculation (ωB97M-V with the def2-TZVPD basis set) of 3 unconnected molecules or ions with the total composition FHNO at a distorted geometry.

Computed properties:
* net charge: -1
* orbital gap: 0.2873 Ha
* E_HOMO: -2.32 eV

Structure (XYZ):
```
4
FHNO | the Open Molecules 2025 dataset | ωB97M-V with the def2-TZVPD basis set
F 0.844 1.216 -0.070
O 0.270 -1.273 -0.142
N 0.077 -0.260 0.452
H -1.191 0.317 -0.239
```

Electronic structure analysis, Mulliken charges in units of e:
1 F -0.605
2 O -0.402
3 N 0.021
4 H -0.013


What relative energy (zero: lowest compared OMol25 entry of this formula, charge and spin) values result from the calculations? In sequence: 21.2 280.9 22.4 343.1 282.7 107.0 339.8 311.3 0.0 329.2 119.6 0.0 71.0 533.8 197.3 0.0 534.5 75.6 121.5 134.7 kJ/mol.